## one
ORCA calculation (ωB97M-V/def2-TZVPD) on the molecule C2H6N2S2.

Summary:
- HOMO-LUMO gap: 9.59 eV
- E_HOMO: -8.939 eV
- Net charge: 0
- SMILES: [H]/N=C(/NS)SC

Element x y z (Å)
S -0.482 0.016 1.956
S -0.516 0.437 -1.413
N 0.629 -2.011 -0.958
N 0.660 -0.587 0.859
C 0.367 -0.864 -0.496
C 0.288 1.945 -0.796
H 0.233 1.093 2.332
H 1.266 -1.274 1.309
H 0.193 2.710 -1.547
H -0.235 2.221 0.142
H 0.205 -2.126 -1.891
H 1.368 1.811 -0.592

## two
ORCA calculation (ωB97M-V/def2-TZVPD) on a cluster of 2 separate species, C2H6N2S2 in total.

Summary:
- HOMO-LUMO gap: 8.44 eV
- E_HOMO: -8.362 eV
- Net charge: 0

Element x y z (Å)
S 2.866 -0.656 0.001
S 0.941 2.103 -0.068
N 1.171 -0.602 -0.142
N -1.608 -1.035 -0.080
C -0.986 0.349 0.072
C 0.486 0.530 -0.033
H -2.255 -1.232 -0.949
H 3.162 1.178 0.026
H -1.200 1.216 -0.602
H 0.590 -1.546 -0.113
H -2.169 -0.865 0.814
H -0.997 0.562 1.074

Quick ranking, most stable first: one, two.

## one
ORCA calculation (ωB97M-V/def2-TZVPD) on a cluster of 2 separate species, C6H16N in total.

Summary:
- HOMO-LUMO gap: 11.26 eV
- E_HOMO: -14.791 eV
- Net charge: +1

Element x y z (Å)
N 0.446 -1.368 -1.389
C -0.153 1.046 0.115
C 1.398 3.129 0.927
C 0.230 -2.781 -1.027
C -0.496 -3.174 0.023
C 0.064 2.249 1.121
C -1.536 0.413 0.292
H 1.398 3.655 -0.041
H 0.048 1.877 2.162
H -0.352 -4.153 0.484
H -1.602 -0.261 1.142
H -0.478 -0.827 -1.343
H 1.439 3.884 1.745
H -1.193 -2.474 0.458
H -2.316 1.207 0.375
H 0.594 0.310 0.395
H -0.840 2.830 0.960
H 0.762 -3.445 -1.726
H 2.308 2.515 1.010
H 0.030 1.367 -0.932
H 0.811 -1.189 -2.328
H 1.007 -0.879 -0.713
H -1.779 -0.134 -0.633

## two
ORCA calculation (ωB97M-V/def2-TZVPD) on a cluster of 2 separate species, C6H16N in total.

Summary:
- HOMO-LUMO gap: 10.87 eV
- E_HOMO: -13.811 eV
- Net charge: +1

Element x y z (Å)
N 0.936 -0.325 0.417
C 1.315 -1.380 1.423
C -1.786 -0.326 -1.230
C -2.827 0.198 1.011
C -2.146 0.552 -0.288
C 1.776 1.330 -1.234
C 1.989 -0.033 -0.591
H -1.413 0.005 -2.189
H 1.987 -0.867 -1.290
H -2.008 -1.377 -1.078
H 1.683 -2.237 0.869
H -3.774 0.730 1.060
H 1.760 2.103 -0.465
H 2.092 -0.942 2.039
H 0.717 0.522 0.955
H 0.431 -1.638 1.995
H 2.593 1.534 -1.922
H 0.843 1.382 -1.794
H -2.192 0.505 1.845
H -1.955 1.609 -0.460
H 0.002 -0.447 -0.031
H 2.956 -0.017 -0.088
H -2.980 -0.879 1.044

## three
ORCA calculation (ωB97M-V/def2-TZVPD) on a cluster of 2 separate species, C6H16N in total.

Summary:
- HOMO-LUMO gap: 10.98 eV
- E_HOMO: -14.541 eV
- Net charge: +1

Element x y z (Å)
N 0.894 0.817 -1.675
C -0.321 -1.477 0.239
C 0.400 2.656 -0.052
C -0.332 -2.695 1.169
C 0.184 2.086 -1.412
C -0.063 -2.296 2.606
C -0.820 2.412 -2.277
H -1.277 -3.199 1.095
H 1.234 3.380 0.000
H -1.146 -0.793 0.511
H 1.819 0.855 -1.272
H 0.899 -1.826 2.700
H 0.294 0.050 -1.263
H -1.639 3.044 -1.905
H 0.690 1.912 0.673
H -0.999 2.009 -3.276
H -0.038 -3.182 3.292
H -0.857 -1.533 2.925
H 0.942 0.618 -2.696
H 0.614 -0.865 0.360
H -0.501 3.197 0.284
H -0.420 -1.765 -0.820
H 0.443 -3.406 0.792

Quick ranking, most stable first: two, three, one.

## one
ORCA calculation (ωB97M-V/def2-TZVPD) on a cluster of 2 separate species, C3H10N2S in total.

Summary:
- HOMO-LUMO gap: 6.40 eV
- E_HOMO: -7.114 eV
- Net charge: 0

Element x y z (Å)
S -0.881 0.608 1.022
N 2.289 -0.691 1.883
N -0.513 1.776 -1.984
C -1.507 0.758 -1.667
C -1.107 -0.246 -0.572
C 1.112 -1.212 2.110
H 0.413 -1.315 1.305
H 2.426 -0.232 0.995
H -0.269 2.190 -1.085
H 0.337 1.298 -2.271
H -0.158 -0.712 -0.870
H 0.959 -1.808 2.997
H 3.058 -0.875 2.505
H -1.905 -0.984 -0.503
H -2.425 1.218 -1.297
H -1.829 0.227 -2.569

## two
ORCA calculation (ωB97M-V/def2-TZVPD) on a cluster of 2 separate species, C3H10N2S in total.

Summary:
- HOMO-LUMO gap: 9.86 eV
- E_HOMO: -8.922 eV
- Net charge: 0
- SMILES: [H]/N=C/N.CCS

Element x y z (Å)
S 0.385 -2.165 -1.238
N -0.758 2.584 0.158
N -2.293 1.239 -0.905
C 1.574 -2.046 0.144
C 1.014 -1.300 1.345
C -1.337 2.054 -1.028
H -1.083 3.538 0.313
H -0.001 -0.885 -1.155
H 1.796 -3.084 0.379
H -1.220 2.068 0.906
H -2.538 0.639 -1.684
H 1.825 -1.256 2.078
H 2.496 -1.582 -0.206
H 0.848 -0.253 1.099
H 0.137 -1.782 1.766
H -0.846 2.232 -1.973

Quick ranking, most stable first: two, one.

## one
ORCA calculation (ωB97M-V/def2-TZVPD) on a structure of composition C3H10N2S.

Summary:
- HOMO-LUMO gap: 7.71 eV
- E_HOMO: -7.196 eV
- Net charge: 0

Element x y z (Å)
S -1.549 1.664 0.636
N 0.538 0.188 -0.776
N 1.357 -0.080 1.358
C 0.565 -0.062 -2.211
C -2.024 0.023 1.312
C 1.365 -0.325 0.051
H 2.161 -0.959 -0.349
H 1.536 -0.500 -2.448
H -0.172 -0.841 -2.414
H -1.633 -0.140 2.320
H 0.356 0.834 -2.785
H -1.706 -0.776 0.638
H 2.064 -0.478 1.943
H 0.610 0.489 1.737
H -3.111 0.009 1.355
H -0.355 0.954 -0.367

## two
ORCA calculation (ωB97M-V/def2-TZVPD) on a cluster of 2 separate species, C3H10N2S in total.

Summary:
- HOMO-LUMO gap: 5.11 eV
- E_HOMO: -5.484 eV
- Net charge: 0

Element x y z (Å)
S -1.088 -0.207 0.166
N 2.000 0.496 -3.171
N 1.774 1.444 -1.119
C -2.138 -0.263 1.649
C -1.792 -1.400 2.603
C 2.149 0.450 -1.861
H -0.710 -1.489 2.689
H -2.265 -2.326 2.292
H -2.156 0.744 2.071
H -3.198 -0.413 1.400
H 1.498 1.222 -3.654
H 2.588 -0.412 -1.384
H -2.201 -1.255 3.613
H 2.463 -0.200 -3.730
H 1.175 2.189 -1.445
H 1.902 1.421 -0.116

Quick ranking, most stable first: one, two.

## one
ORCA calculation (ωB97M-V/def2-TZVPD) on a cluster of 2 separate species, C3H10N2S in total.

Summary:
- HOMO-LUMO gap: 9.38 eV
- E_HOMO: -8.587 eV
- Net charge: 0
- SMILES: [H]/N=C/N.CSC

Element x y z (Å)
S 1.154 1.075 -0.049
N -1.196 -2.338 -0.673
N -1.384 -1.805 1.555
C -0.071 2.166 0.670
C 0.910 1.403 -1.807
C -0.642 -2.136 0.446
H -2.256 -1.334 1.377
H -0.871 -1.503 2.368
H -0.092 3.165 0.248
H 0.423 -2.250 0.641
H -0.525 -2.551 -1.405
H 0.559 2.425 -1.937
H 0.175 0.724 -2.247
H 1.861 1.342 -2.333
H -1.090 1.772 0.592
H 0.152 2.218 1.734

## two
ORCA calculation (ωB97M-V/def2-TZVPD) on a cluster of 2 separate species, C3H10N2S in total.

Summary:
- HOMO-LUMO gap: 8.27 eV
- E_HOMO: -8.180 eV
- Net charge: 0
- SMILES: NCCS.C=N

Element x y z (Å)
S -0.127 1.123 -1.688
N -1.274 -2.084 -0.755
N -0.476 1.690 1.180
C 0.413 2.199 2.027
C 0.688 -0.485 -1.315
C -0.052 -1.382 -0.322
H 1.659 -0.266 -0.859
H -1.012 -2.623 -1.579
H -0.295 -0.791 0.565
H 0.857 -1.009 -2.264
H 0.416 2.000 3.098
H 0.088 1.667 -0.289
H -0.869 1.092 1.933
H -1.931 -1.407 -1.141
H 1.286 2.473 1.441
H 0.629 -2.196 -0.031

Quick ranking, most stable first: one, two.

## one
ORCA calculation (ωB97M-V/def2-TZVPD) on a structure of composition C3H10N2S.

Summary:
- HOMO-LUMO gap: 7.24 eV
- E_HOMO: -7.095 eV
- Net charge: 0

Element x y z (Å)
S 1.151 -1.677 1.096
N 1.433 -0.054 -1.306
N 0.327 2.041 -0.780
C -0.495 -0.861 1.721
C -1.652 -1.149 0.734
C 1.355 1.229 -1.437
H 0.403 3.094 -0.866
H -2.466 -0.629 1.077
H -0.785 -1.403 2.588
H -0.197 0.144 1.963
H -1.243 -0.969 -0.336
H 1.129 -0.704 -0.267
H -0.599 1.712 -0.602
H 2.079 1.792 -2.043
H 1.663 -0.414 -2.241
H -2.101 -2.151 0.699

## two
ORCA calculation (ωB97M-V/def2-TZVPD) on the molecule C3H10N2S.

Summary:
- HOMO-LUMO gap: 9.61 eV
- E_HOMO: -8.610 eV
- Net charge: 0
- SMILES: NC[C@@H](N)CS

Element x y z (Å)
S 0.161 -1.044 -2.863
N -0.599 1.313 -0.647
N -0.628 -0.225 2.228
C 0.358 -0.101 1.161
C 0.662 -0.717 -1.175
C -0.353 -0.056 -0.218
H -0.299 -0.567 3.113
H 1.020 -0.954 1.280
H -0.131 1.988 -0.063
H -1.247 0.562 2.312
H 0.745 -1.716 -0.805
H -1.566 1.597 -0.703
H -1.238 -0.687 -0.192
H 0.572 0.044 -3.528
H 1.661 -0.290 -1.115
H 0.882 0.853 1.216

Quick ranking, most stable first: two, one.